Record 1
51
Properties=species:S:1:pos:R:3:mulliken_charge:R:1 method="wB97M-V/def2-TZVPD" e_homo_ev="-7.611 / -7.610" gap_ev="6.53 / 6.53" fmax_ev_per_a=0.6 total_charge=0 e_tot_ha=-3837.96101 lumo_energy_ev="-1.08 / -1.08"
W 0.194 0.325 0.487 0.92
O 0.378 1.650 -0.986 -0.45
C 1.367 2.512 -1.181 0.27
C 1.090 3.867 -1.347 -0.75
C 2.132 4.746 -1.569 -0.52
C 3.456 4.309 -1.661 -0.76
C 3.732 2.967 -1.519 -0.69
C 2.697 2.067 -1.248 1.08
C 2.938 0.653 -1.171 -0.46
N 2.151 -0.222 -0.646 0.04
C 2.273 -1.548 -1.265 -0.81
C 1.261 -1.502 -2.419 -0.85
N 0.012 -1.250 -1.743 0.22
C -0.985 -2.002 -1.967 -0.69
C -2.049 -2.174 -0.990 0.67
C -3.309 -2.651 -1.340 -0.62
C -4.245 -2.933 -0.361 -0.78
C -3.897 -2.781 0.977 -0.66
C -2.634 -2.347 1.349 -0.27
C -1.705 -2.025 0.363 0.39
O -0.474 -1.615 0.714 -0.55
H 0.065 4.205 -1.281 0.49
H 1.914 5.801 -1.678 0.40
H 4.252 5.016 -1.848 0.40
H 4.750 2.603 -1.598 0.42
H 3.813 0.287 -1.713 0.36
H 1.993 -2.331 -0.561 0.17
H 3.291 -1.720 -1.623 0.55
H 1.253 -2.438 -2.986 0.49
H 1.527 -0.677 -3.085 0.33
H -1.003 -2.662 -2.842 0.39
H -3.555 -2.783 -2.387 0.44
H -5.235 -3.270 -0.634 0.40
H -4.625 -3.000 1.747 0.43
H -2.376 -2.229 2.393 0.36
N 1.262 -0.871 2.021 -0.42
C 0.563 -0.819 3.337 -0.59
C -0.812 -0.174 3.276 0.56
O -1.578 -0.295 4.223 -0.74
N -1.033 0.532 2.157 0.42
C -2.254 1.275 1.982 -0.75
C -2.698 0.980 0.572 0.50
O -3.817 0.975 0.150 -0.65
O -1.633 0.656 -0.188 -0.60
H 1.302 -1.834 1.704 0.33
H 2.189 -0.475 2.138 0.44
H 1.158 -0.223 4.028 0.25
H 0.461 -1.815 3.762 0.36
H -2.064 2.354 2.065 0.28
H -3.009 0.994 2.712 0.46
Se 1.516 1.885 1.678 -0.24

---

Record 2
62
Properties=species:S:1:pos:R:3:mulliken_charge:R:1 method="wB97M-V/def2-TZVPD" multiplicity=3 e_homo_ev="-2.835 / -3.699" gap_ev="5.22 / 6.08" fmax_ev_per_a=1.3 total_charge=-1 e_tot_ha=-3472.83200 lumo_energy_ev="2.38 / 2.38"
Ti -0.052 0.165 0.408 -0.34
Cl 0.144 -5.591 4.141 -0.26
C -0.120 -4.480 2.824 0.03
C -0.019 -3.114 3.071 -0.36
C -0.219 -2.207 2.051 -0.07
N -0.198 -0.794 2.204 0.29
C -1.196 -0.314 3.063 -0.40
O -1.309 -0.604 4.251 -0.76
C -2.189 0.499 2.348 0.66
C -3.434 0.786 2.911 -0.91
C -4.443 1.297 2.131 -0.55
C -4.201 1.469 0.742 -0.74
C -2.966 1.185 0.242 -0.44
N -1.932 0.759 1.016 1.04
C -0.523 -2.661 0.742 0.52
C -0.633 -4.031 0.509 -1.20
C -0.424 -4.926 1.549 0.14
Cl -0.563 -6.630 1.210 -0.25
N -0.649 -1.663 -0.200 1.08
C -0.757 -1.923 -1.565 -0.98
O -1.563 -2.709 -2.057 -0.78
C 0.261 -1.201 -2.329 0.61
C 0.905 -2.051 -3.267 -0.95
C 2.247 -2.337 -3.184 -0.90
C 2.887 -2.007 -1.937 -0.49
C 2.347 -1.104 -1.098 -0.36
N 1.197 -0.316 -1.546 1.17
H 0.194 -2.757 4.069 0.50
H -3.569 0.552 3.958 0.51
H -5.417 1.510 2.550 0.42
H -4.983 1.797 0.071 0.42
H -2.754 1.293 -0.817 0.39
H -0.896 -4.388 -0.475 0.60
H 0.266 -2.602 -3.946 0.47
H 2.715 -3.026 -3.874 0.38
H 3.742 -2.581 -1.600 0.42
H 2.678 -0.998 -0.067 0.22
C -0.584 3.126 2.937 -0.55
C -1.007 3.778 1.778 -0.42
C -0.346 3.571 0.584 -1.04
C 0.752 2.706 0.534 -0.32
C 1.169 2.054 1.694 -0.36
C 0.495 2.268 2.900 -0.34
H -1.124 3.271 3.864 0.37
H -1.868 4.432 1.815 0.42
H -0.673 4.079 -0.315 0.45
H 1.323 2.614 -0.376 0.87
H 2.046 1.410 1.689 0.52
H 0.801 1.730 3.787 0.35
C 2.344 0.667 -4.306 -1.41
Si 1.685 1.029 -2.597 0.49
C 3.104 1.923 -1.731 -1.29
C 0.145 2.071 -2.855 -0.97
H 2.625 1.630 -4.749 0.41
H 1.601 0.192 -4.945 0.32
H 3.226 0.030 -4.272 0.38
H 4.041 1.543 -2.143 0.38
H 3.156 1.779 -0.651 0.34
H 3.068 2.999 -1.930 0.44
H 0.341 2.890 -3.551 0.44
H -0.290 2.494 -1.950 0.13
H -0.604 1.416 -3.307 0.30

---

Record 3
15
Properties=species:S:1:pos:R:3:mulliken_charge:R:1 method="wB97M-V/def2-TZVPD" smiles="N=C(N)N.O.O" e_homo_ev=-9.641 gap_ev=10.33 fmax_ev_per_a=1.9 total_charge=0 e_tot_ha=-358.24793 lumo_energy_ev=0.69
N 1.306 -0.806 -0.362 -0.45
C 1.401 0.434 0.337 0.48
N 0.944 1.496 -0.446 -0.47
N 1.818 0.764 1.479 -0.69
H 1.800 -1.604 0.011 0.25
H 0.341 -1.107 -0.463 0.22
H 1.046 1.417 -1.448 0.24
H 1.310 2.407 -0.203 0.25
H 2.119 0.079 2.161 0.22
H -1.973 -0.968 -0.495 0.42
H -3.000 -2.022 -1.128 0.29
O -2.091 -1.898 -0.817 -0.71
H -1.263 0.241 0.969 0.31
H -1.724 1.206 0.023 0.36
O -2.033 0.361 0.383 -0.73

---

Record 4
48
Properties=species:S:1:pos:R:3:mulliken_charge:R:1 method="wB97M-V/def2-TZVPD" multiplicity=5 e_homo_ev="-4.885 / -4.887" gap_ev="5.56 / 5.56" fmax_ev_per_a=0.9 total_charge=-1 e_tot_ha=-6040.97243 lumo_energy_ev="0.67 / 0.67"
Fe 0.674 -1.137 0.193 0.28
N 1.766 -4.108 -1.332 -0.03
C 2.608 -3.025 -1.399 0.34
N 3.750 -3.004 -2.069 -0.53
N 4.259 -1.784 -1.846 -0.91
N 3.475 -1.108 -1.084 -0.16
N 2.393 -1.859 -0.771 0.42
C 0.832 -4.231 -0.328 0.30
N 0.265 -5.364 0.052 -0.52
N -0.559 -5.018 1.055 -0.87
N -0.491 -3.750 1.267 -0.21
N 0.388 -3.202 0.402 0.43
H 2.087 -4.960 -1.756 0.27
Se -1.286 5.459 3.803 0.21
N -1.924 3.799 3.866 -0.86
C -1.103 3.047 3.175 0.85
C -1.279 1.623 3.000 0.84
C -2.343 0.909 3.556 -0.54
C -2.424 -0.446 3.347 -0.85
C -1.441 -1.071 2.580 -0.26
N -0.442 -0.402 2.030 -0.25
C -0.345 0.924 2.221 -0.29
C 0.769 1.609 1.584 -0.04
N 1.592 0.870 0.814 -0.38
C 2.640 1.449 0.248 -0.26
C 2.916 2.810 0.395 -0.94
C 2.074 3.584 1.154 -0.47
C 0.976 2.984 1.775 0.79
C 0.027 3.720 2.581 0.83
N 0.115 5.008 2.801 -0.86
H -3.079 1.445 4.141 0.50
H -3.241 -1.027 3.750 0.46
H -1.450 -2.140 2.383 0.59
H 3.272 0.795 -0.346 0.74
H 3.774 3.235 -0.105 0.45
H 2.227 4.647 1.286 0.51
F -1.686 0.984 -6.111 -0.32
C -1.729 0.496 -4.862 0.74
C -0.660 0.664 -4.001 -0.48
F 0.425 1.332 -4.413 -0.31
C -0.733 0.150 -2.726 -0.12
F 0.327 0.361 -1.908 0.04
C -1.846 -0.548 -2.224 0.50
S -1.923 -1.149 -0.616 -0.30
C -2.903 -0.694 -3.135 0.25
F -4.005 -1.351 -2.764 -0.34
C -2.849 -0.184 -4.415 0.07
F -3.890 -0.342 -5.247 -0.31

---

Record 5
148
Properties=species:S:1:pos:R:3:mulliken_charge:R:1 method="wB97M-V/def2-TZVPD" multiplicity=2 e_homo_ev="-11.402 / -11.398" gap_ev="2.76 / 2.76" fmax_ev_per_a=7.5 total_charge=+2 e_tot_ha=-11285.58899 lumo_energy_ev="-8.64 / -8.64"
Zn 3.427 -3.093 -0.541 -0.19
Zn -0.254 2.703 4.538 1.27
O 0.998 -1.754 6.441 -0.33
V 0.003 -2.426 5.478 1.18
C 2.918 -3.722 3.388 -0.58
C 3.342 -3.892 2.027 0.92
C 2.616 -4.962 1.144 0.51
O 2.775 -4.909 -0.111 -0.91
C 1.747 -5.885 1.782 -0.32
C 1.427 -5.701 3.106 0.20
C 2.030 -4.595 3.923 0.57
O 1.610 -4.161 5.110 -1.02
O 0.377 -6.393 3.478 -0.72
O 3.977 -3.184 1.298 -0.67
H 3.318 -2.950 4.028 0.59
H 1.227 -6.662 1.241 0.58
C 0.083 1.153 0.982 0.23
C 0.519 0.283 0.033 -0.87
C 0.885 -1.162 0.372 0.39
O 1.543 -2.043 -0.368 0.38
C 0.707 -1.734 1.549 0.53
C 0.388 -0.876 2.662 -0.86
C -0.132 0.655 2.321 0.62
O -0.467 1.394 3.234 -0.62
O 0.540 -1.202 3.848 0.15
O 0.663 0.818 -1.173 -0.88
H -0.268 2.133 0.693 0.22
H 0.868 -2.782 1.755 0.67
C 4.484 1.347 -3.199 -0.08
C 5.084 2.134 -2.090 -0.68
C 5.056 1.173 -0.859 -0.35
S 5.358 -0.559 -1.632 0.88
O 4.246 -1.439 -1.218 0.37
O 6.686 -0.980 -1.313 -0.74
C 5.162 -0.011 -3.371 -0.91
H 4.508 1.791 -4.194 0.53
H 3.413 1.188 -3.081 -0.11
H 4.462 3.027 -2.034 0.35
H 6.100 2.396 -2.386 0.33
H 4.176 1.148 -0.218 -0.03
H 5.755 1.424 -0.061 0.43
H 4.720 -0.812 -3.964 0.42
H 6.204 0.144 -3.650 0.39
C -2.560 0.542 -5.134 -0.45
C -2.928 1.371 -6.404 -0.83
C -1.588 2.083 -6.859 -0.70
S -0.280 1.838 -5.606 0.94
O 0.271 2.987 -5.055 -0.57
O 0.486 0.651 -6.037 -0.64
C -1.511 1.264 -4.347 0.19
H -2.227 -0.448 -5.444 0.18
H -3.478 0.466 -4.551 0.43
H -3.753 2.065 -6.245 0.34
H -3.318 0.778 -7.231 0.37
H -1.896 3.115 -7.027 0.32
H -1.098 1.566 -7.685 0.48
H -2.060 2.127 -3.972 0.18
H -0.946 0.700 -3.605 -0.20
C 0.080 -4.100 -4.674 -1.04
C 0.041 -2.505 -4.658 0.01
C 1.366 -1.921 -4.067 -0.15
S 2.382 -3.462 -3.743 0.54
O 3.075 -3.366 -2.469 -0.24
O 3.056 -3.808 -5.019 -0.65
C 0.923 -4.663 -3.518 -0.48
H 0.622 -4.538 -5.512 0.49
H -0.922 -4.516 -4.776 0.50
H -0.719 -2.003 -4.059 -0.03
H 0.014 -2.194 -5.703 0.32
H 1.132 -1.387 -3.146 -0.28
H 1.853 -1.195 -4.719 0.59
H 0.562 -4.484 -2.505 -0.19
H 1.325 -5.665 -3.664 0.60
C -4.444 0.315 7.506 -0.69
C -4.718 1.071 6.164 -0.61
C -3.747 0.530 5.131 -0.21
S -2.109 0.394 6.148 1.02
O -1.365 1.598 5.851 -0.53
O -1.438 -0.908 5.946 -0.46
C -2.923 0.583 7.782 -0.88
H -4.646 -0.756 7.542 0.34
H -4.919 0.693 8.411 0.40
H -4.725 2.150 6.314 0.30
H -5.731 0.815 5.854 0.42
H -3.638 1.112 4.216 -0.20
H -3.952 -0.488 4.799 0.49
H -2.808 1.637 8.034 0.39
H -2.310 0.033 8.497 0.52
C -0.496 4.626 -1.575 0.40
C 0.707 5.236 -2.251 -0.72
C 0.419 6.733 -2.556 -0.86
S -1.459 6.845 -2.812 1.05
O -1.915 7.112 -4.222 -0.63
O -2.080 7.509 -1.691 -0.64
C -1.742 5.040 -2.416 -0.53
H -0.518 5.055 -0.573 0.30
H -0.354 3.546 -1.531 -0.49
H 0.866 4.728 -3.202 0.17
H 1.599 5.083 -1.643 0.49
H 0.978 7.312 -3.291 0.47
H 0.594 7.261 -1.618 0.37
H -1.485 4.434 -3.285 0.04
H -2.753 4.871 -2.047 0.57
C -4.724 2.334 1.652 -1.14
C -3.243 2.126 1.244 0.93
C -3.153 1.194 0.078 0.11
S -4.818 1.287 -0.766 1.06
O -5.399 -0.032 -0.582 -0.58
O -4.591 1.922 -2.109 -0.58
C -5.560 2.653 0.372 -0.86
H -4.898 3.091 2.417 0.57
H -5.189 1.451 2.090 0.41
H -2.596 1.919 2.097 -0.99
H -2.992 3.101 0.828 0.08
H -2.898 0.201 0.449 0.32
H -2.290 1.461 -0.531 -0.19
H -6.645 2.620 0.461 0.47
H -5.237 3.675 0.173 0.38
C 4.900 2.445 3.416 -0.63
C 4.571 3.338 4.645 -0.78
C 4.050 2.322 5.800 -0.97
S 2.836 1.235 4.938 0.95
O 1.486 1.841 4.954 -0.47
O 3.119 -0.122 5.353 -0.62
C 3.690 1.459 3.220 -0.45
H 5.778 1.990 3.876 0.31
H 5.125 2.939 2.471 0.42
H 3.739 3.993 4.386 0.26
H 5.401 3.943 5.009 0.44
H 3.746 2.713 6.771 0.49
H 4.930 1.748 6.089 0.39
H 2.946 1.851 2.527 0.22
H 3.967 0.489 2.806 0.39
C -2.114 -6.155 -1.639 -0.51
C -1.433 -5.453 -0.441 -0.31
C -1.703 -3.951 -0.540 0.05
S -3.086 -3.654 -1.809 0.90
O -2.418 -3.089 -3.049 -0.48
O -4.197 -2.974 -1.159 -0.68
C -3.382 -5.458 -2.052 -0.91
H -2.161 -7.224 -1.432 0.56
H -1.484 -6.102 -2.527 -0.02
H -0.362 -5.653 -0.473 -0.11
H -1.859 -5.864 0.475 0.53
H -0.952 -3.163 -0.591 -0.46
H -2.123 -3.704 0.435 0.50
H -3.741 -5.554 -3.077 0.51
H -4.110 -5.676 -1.270 0.35

---

Record 6
70
Properties=species:S:1:pos:R:3:mulliken_charge:R:1 method="wB97M-V/def2-TZVPD" e_homo_ev=-4.699 gap_ev=6.43 fmax_ev_per_a=2.8 total_charge=-1 e_tot_ha=-3233.14979 lumo_energy_ev=1.73
Cs 1.274 -0.610 1.401 1.09
C -1.769 -2.748 3.096 -0.67
C -2.770 -1.641 2.833 -1.08
S -2.143 -0.358 1.691 0.30
C -2.546 1.165 2.635 -0.92
C -1.834 1.361 3.963 -0.75
S -0.018 1.144 3.863 -0.04
C 0.304 0.011 5.248 -0.29
C -0.426 -1.320 5.217 -0.85
S -0.112 -2.265 3.681 -0.09
H -1.543 -3.238 2.148 0.30
H -2.183 -3.467 3.809 0.52
H -3.080 -1.147 3.753 0.46
H -3.648 -2.090 2.363 0.50
H -3.627 1.198 2.801 0.41
H -2.266 1.963 1.944 0.30
H -2.194 0.658 4.711 0.31
H -2.030 2.374 4.323 0.52
H 0.082 0.540 6.179 0.44
H 1.378 -0.159 5.173 -0.05
H -1.502 -1.201 5.322 0.39
H -0.064 -1.922 6.052 0.50
C -4.122 -0.471 -4.588 -1.39
C -2.618 -0.426 -4.865 -0.27
C -2.259 0.495 -6.030 -1.05
C -2.603 1.939 -5.688 -1.23
C -1.979 2.307 -4.371 1.25
C -1.720 3.629 -4.082 -0.64
C -1.127 3.973 -2.874 -0.02
F -0.911 5.288 -2.620 -0.38
C -0.757 3.021 -1.959 -1.15
C -1.003 1.673 -2.230 0.31
C -0.570 0.663 -1.248 1.55
O 0.081 0.982 -0.255 -0.72
C -0.983 -0.680 -1.564 -0.01
C -1.615 -0.948 -2.721 0.32
N -1.907 -0.011 -3.672 0.14
C -1.639 1.309 -3.433 -0.51
C -0.607 -1.808 -0.577 -0.85
O -1.541 -2.357 0.022 -0.76
O 0.608 -2.024 -0.498 -0.88
H -4.660 -0.762 -5.487 0.39
H -4.477 0.500 -4.254 0.36
H -4.332 -1.193 -3.804 0.40
H -2.279 -1.440 -5.105 0.51
H -2.788 0.165 -6.925 0.43
H -1.185 0.428 -6.216 0.37
H -3.689 2.070 -5.644 0.35
H -2.231 2.609 -6.467 0.45
H -1.972 4.405 -4.791 0.51
H -0.285 3.285 -1.025 0.69
H -1.914 -1.955 -2.972 0.53
N 3.254 -0.656 3.643 -0.47
C 4.000 -0.718 4.532 0.26
C 4.868 -0.781 5.596 -0.02
C 5.552 -1.951 5.897 0.18
N 6.134 -2.912 6.167 -0.54
C 5.092 0.335 6.390 0.26
N 5.289 1.253 7.064 -0.56
I 6.887 -3.270 -1.259 0.07
C 5.544 -1.639 -1.274 -0.26
C 5.691 -0.639 -2.218 -0.12
C 4.775 0.402 -2.209 -0.81
C 3.774 0.390 -1.249 -0.30
N 3.664 -0.558 -0.338 -0.08
C 4.518 -1.560 -0.344 -0.27
H 6.495 -0.665 -2.940 0.38
H 4.849 1.201 -2.931 0.38
H 3.029 1.174 -1.208 0.49
H 4.380 -2.318 0.416 0.42

---

Record 7
105
Properties=species:S:1:pos:R:3:mulliken_charge:R:1 method="wB97M-V/def2-TZVPD" e_homo_ev=-6.755 gap_ev=8.70 fmax_ev_per_a=2.4 total_charge=-1 e_tot_ha=-2909.45120 lumo_energy_ev=1.95
Cl -12.301 -17.267 -14.904 0.70
O -12.932 -17.585 -13.636 -0.53
O -12.214 -18.363 -15.856 -0.36
O -13.103 -16.148 -15.382 -0.56
O -10.935 -16.832 -14.764 -0.02
C -12.620 -18.812 -9.489 -0.77
C -13.722 -19.475 -10.312 -0.18
O -14.355 -18.554 -11.176 -0.49
H -11.669 -18.693 -10.010 0.03
H -12.412 -19.424 -8.597 0.43
H -12.866 -17.867 -8.998 0.23
H -14.461 -19.958 -9.680 0.36
H -13.180 -20.229 -10.897 0.20
H -13.754 -18.353 -11.900 0.32
C -11.939 -14.580 -11.029 0.41
O -11.982 -13.630 -10.261 -0.76
N -11.815 -14.442 -12.386 0.23
N -11.659 -15.843 -10.587 0.07
H -11.798 -15.273 -12.947 -0.30
H -11.796 -13.513 -12.758 0.09
H -11.643 -16.582 -11.267 -0.17
H -11.280 -16.016 -9.678 0.24
C -9.785 -20.803 -13.115 0.45
O -9.820 -21.852 -13.735 -0.68
N -8.652 -20.350 -12.473 -0.40
N -10.754 -19.844 -13.124 -0.08
H -8.676 -19.350 -12.298 0.48
H -7.793 -20.847 -12.603 0.24
H -11.426 -19.858 -13.871 0.12
H -10.611 -19.009 -12.584 0.09
C -15.395 -14.392 -12.013 0.70
O -15.268 -15.169 -11.108 -0.58
N -14.986 -14.621 -13.308 -0.20
N -15.939 -13.127 -11.915 -0.43
H -14.925 -13.857 -13.954 0.10
H -14.699 -15.548 -13.567 0.09
H -16.031 -12.541 -12.723 0.13
H -16.296 -12.790 -11.042 0.21
C -8.400 -16.409 -11.880 0.51
O -8.794 -17.553 -12.015 -0.68
N -7.425 -16.054 -10.983 -0.47
N -8.826 -15.343 -12.611 0.02
H -7.095 -15.109 -10.978 0.13
H -6.938 -16.786 -10.502 0.25
H -9.610 -15.494 -13.225 -0.25
H -8.596 -14.389 -12.407 0.23
C -14.974 -17.142 -18.986 0.53
O -15.662 -17.318 -19.975 -0.71
N -14.407 -18.146 -18.267 -0.20
N -14.653 -15.897 -18.524 -0.26
H -13.689 -18.099 -17.564 0.18
H -14.758 -19.073 -18.432 0.15
H -14.916 -15.142 -19.127 0.11
H -14.103 -15.775 -17.691 0.21
C -13.361 -12.485 -18.917 -1.35
C -12.313 -11.399 -18.744 0.59
C -11.329 -11.597 -17.571 -0.88
O -12.014 -11.867 -16.368 -0.42
C -11.657 -13.107 -15.776 -0.34
N -11.577 -11.263 -19.994 -0.73
H -13.875 -12.617 -17.959 0.32
H -13.030 -13.445 -19.304 0.35
H -14.127 -12.050 -19.563 0.33
H -12.819 -10.471 -18.470 0.25
H -10.835 -10.626 -17.453 0.33
H -10.597 -12.365 -17.836 0.43
H -10.615 -13.070 -15.444 0.37
H -11.812 -13.912 -16.501 0.40
H -12.343 -13.302 -14.955 -0.22
H -10.921 -10.491 -20.011 0.26
H -11.022 -12.083 -20.207 0.26
C -7.208 -17.881 -15.239 -1.20
C -7.161 -16.534 -15.958 0.77
C -5.879 -16.294 -16.724 -1.01
O -4.713 -16.367 -15.909 -0.35
C -4.632 -15.327 -14.982 -0.56
N -8.219 -16.528 -17.005 -0.74
H -6.898 -18.688 -15.914 0.46
H -8.213 -18.100 -14.883 0.20
H -6.469 -17.972 -14.436 0.32
H -7.328 -15.728 -15.243 0.15
H -5.957 -15.316 -17.217 0.39
H -5.664 -17.008 -17.518 0.28
H -4.627 -14.353 -15.507 0.31
H -3.689 -15.345 -14.439 0.29
H -5.467 -15.241 -14.279 0.12
H -8.225 -17.494 -17.325 0.20
H -9.143 -16.440 -16.586 0.31
C -9.711 -20.009 -18.349 -1.14
C -9.550 -21.217 -17.445 0.58
C -10.806 -21.569 -16.669 0.04
O -11.910 -21.697 -17.557 -0.44
C -13.068 -22.160 -16.872 -0.70
N -8.975 -22.347 -18.184 -0.71
H -8.975 -19.950 -19.151 0.47
H -9.665 -19.103 -17.741 -0.05
H -10.680 -19.952 -18.853 0.31
H -8.807 -20.923 -16.695 0.12
H -10.997 -20.660 -16.071 -0.47
H -10.704 -22.422 -16.001 0.63
H -13.782 -22.456 -17.641 0.27
H -13.481 -21.326 -16.298 0.19
H -12.815 -23.033 -16.266 0.34
H -9.428 -22.477 -19.077 0.25
H -8.945 -23.207 -17.659 0.25